#a
Computed, not measured: a single C22H30N4O2 molecule, with wB97M-V/def2-TZVPD.

## Properties
2S+1	1
HOMO-LUMO gap	8.01	eV
LUMO level	0.021	Eh
SMILES string	CCc1ccc(N2CCN(CCNC(=O)Nc3ccc(OC)cc3)CC2)cc1
HOMO level	-0.2734	Eh
net charge	0

Each line ends with the Mulliken charge.
Positions of all 58 atoms, in Å:
C  -4.94755  -4.06475  0.95067  -1.070
H  -3.90542  -4.37429  0.91335  0.318
H  -5.57461  -4.95361  0.97317  0.357
H  -5.10369  -3.50515  1.87028  0.326
C  -5.28597  -3.19589  -0.26242  -1.069
C  -4.42017  -1.96856  -0.29393  0.740
C  -3.19933  -1.96720  -0.95733  -0.868
C  -2.38225  -0.85667  -0.95147  -0.407
C  -2.75739  0.31290  -0.28180  0.596
C  -3.98394  0.30738  0.38668  -0.312
C  -4.79032  -0.81466  0.38089  -0.887
H  -5.73694  -0.78495  0.90317  0.351
H  -4.32659  1.18978  0.90467  0.420
N  -1.88950  1.39752  -0.25004  0.432
C  -1.31380  1.88626  -1.48337  -1.327
C  0.02163  2.56769  -1.18669  -0.062
N  -0.23394  3.67851  -0.29207  0.079
C  -0.77095  3.17448  0.95762  -0.551
C  -2.10560  2.47606  0.68574  -1.180
H  -2.48188  2.06826  1.62457  0.540
H  -2.82415  3.21515  0.29402  0.361
H  -0.93404  4.01516  1.63563  0.434
H  -0.08865  2.45324  1.43431  0.205
C  0.81356  4.66184  -0.15969  -1.084
H  1.12309  4.95000  -1.16987  0.448
C  2.06647  4.28665  0.66289  -0.736
N  2.89858  3.28501  0.04029  -0.164
C  2.87788  1.98379  0.46728  0.459
O  2.29056  1.63736  1.46988  -0.652
N  3.60026  1.14848  -0.35216  -0.060
C  3.78432  -0.23425  -0.23275  0.397
C  4.71387  -0.84660  -1.07301  -0.687
C  4.91816  -2.20718  -1.02005  -0.654
C  4.19644  -2.99725  -0.12494  0.714
C  3.26934  -2.38795  0.71132  -0.432
C  3.06432  -1.01991  0.65688  -0.557
H  2.34652  -0.55841  1.31342  0.523
H  2.69111  -2.96475  1.41527  0.366
O  4.47330  -4.33438  -0.15382  -0.454
C  3.77045  -5.17984  0.72256  -0.810
H  2.69270  -5.15250  0.53086  0.330
H  3.95923  -4.92153  1.76976  0.324
H  4.14478  -6.18368  0.52720  0.228
H  5.63644  -2.68553  -1.66667  0.411
H  5.28063  -0.24889  -1.77384  0.311
H  4.13746  1.57666  -1.09224  0.183
H  3.26310  3.50448  -0.87293  0.223
H  2.66177  5.19249  0.81909  0.386
H  1.77335  3.88486  1.63386  0.393
H  0.36863  5.54154  0.31763  0.394
H  0.45567  2.94646  -2.11582  0.561
H  0.69798  1.81805  -0.74876  -0.044
H  -1.16688  1.06392  -2.18192  0.568
H  -1.98653  2.62633  -1.94946  0.251
H  -1.42824  -0.90233  -1.45540  0.397
H  -2.87909  -2.85629  -1.48318  0.339
H  -6.33782  -2.90527  -0.21297  0.351
H  -5.13635  -3.77809  -1.17436  0.347


#b
Computed, not measured: a single C22H30N4O2 molecule, with wB97M-V/def2-TZVPD.

## Properties
2S+1	1
HOMO-LUMO gap	7.86	eV
LUMO level	0.026	Eh
SMILES string	CCN(CC)CCn1c(NCc2cccc(OC)c2OC)nc2ccccc21
HOMO level	-0.2632	Eh
net charge	0

Each line ends with the Mulliken charge.
Positions of all 58 atoms, in Å:
C  -1.51516  -3.00264  1.42444  -0.947
H  -1.67104  -1.93188  1.52014  0.032
C  -0.07680  -3.30392  1.02451  -0.806
N  0.34641  -2.58240  -0.16982  0.331
C  1.78491  -2.67709  -0.38252  -1.100
H  2.28528  -2.66562  0.58900  0.505
C  2.32528  -1.49616  -1.20721  -0.551
N  2.67831  -0.36058  -0.40023  0.398
C  1.81527  0.48245  0.27268  0.591
N  2.41039  1.51015  0.82264  -0.761
C  3.74182  1.36485  0.52219  0.123
C  4.82649  2.15997  0.86083  -0.746
C  6.07881  1.76574  0.42711  -0.389
C  6.25946  0.61001  -0.32570  -0.702
C  5.18905  -0.19783  -0.67413  -0.993
C  3.93630  0.19108  -0.24551  0.993
H  5.34148  -1.09610  -1.25658  0.344
H  7.25416  0.33434  -0.64462  0.377
H  6.94100  2.36679  0.67826  0.376
H  4.68628  3.05492  1.44586  0.439
N  0.49377  0.23209  0.28774  0.775
H  0.20727  -0.72980  0.10327  -0.673
C  -0.41559  1.07384  1.03234  -1.044
C  -1.63074  1.35645  0.18586  0.704
C  -1.48502  2.11752  -0.96614  -0.276
C  -2.56759  2.36151  -1.78274  -1.230
C  -3.80612  1.82807  -1.46770  -0.483
C  -3.97577  1.04588  -0.33400  0.901
C  -2.87616  0.81874  0.51644  0.010
O  -2.92377  0.04553  1.64974  -0.383
C  -4.08084  0.06232  2.45847  -1.003
H  -4.47426  1.07515  2.57118  0.359
H  -3.75931  -0.31049  3.43152  0.290
H  -4.86343  -0.58645  2.06028  0.271
O  -5.16599  0.45056  0.00144  -0.348
C  -6.29076  0.68952  -0.80630  -1.016
H  -7.10684  0.14026  -0.33835  0.256
H  -6.54589  1.75356  -0.84088  0.384
H  -6.14316  0.31598  -1.82479  0.372
H  -4.63953  2.01804  -2.12446  0.426
H  -2.46025  2.96274  -2.67253  0.388
H  -0.51144  2.51810  -1.20178  0.477
H  0.12104  1.99889  1.25553  0.612
H  -0.71390  0.59629  1.97120  0.344
H  3.22923  -1.80848  -1.73458  0.275
H  1.57928  -1.19489  -1.95102  0.301
H  2.05378  -3.62201  -0.88280  0.428
C  -0.42654  -2.93288  -1.36219  -1.003
C  -1.41936  -1.83814  -1.74998  -0.843
H  -1.98860  -2.15433  -2.62137  0.548
H  -2.11064  -1.63067  -0.93962  -0.050
H  -0.90230  -0.91326  -1.99264  0.198
H  0.25571  -3.09881  -2.20210  0.440
H  -0.96606  -3.87450  -1.19883  0.485
H  0.04696  -4.39384  0.89233  0.391
H  0.57967  -2.99034  1.84094  0.434
H  -1.72148  -3.47052  2.38435  0.486
H  -2.22224  -3.39682  0.69957  0.279


Tell me which of them is the most stable. Sure, it is #a.


#a
Computed, not measured: 3 unconnected molecules or ions with the total composition C4H10O4, with wB97M-V/def2-TZVPD.

## Properties
2S+1	1
HOMO-LUMO gap	10.37	eV
LUMO level	0.017	Eh
SMILES string	O=CCCC=O.O.O
HOMO level	-0.3639	Eh
net charge	0

Each line ends with the Mulliken charge.
Positions of all 18 atoms, in Å:
C  -0.79819  0.33870  -0.37766  0.032
C  0.41448  1.11942  -0.92792  -0.600
C  1.58795  1.08515  0.03697  -0.039
O  1.40466  0.95945  1.21807  -0.478
C  -2.09277  1.03727  -0.62465  -0.221
O  -2.22960  2.23501  -0.61533  -0.490
H  -0.86350  0.17139  0.72358  0.199
H  -0.70219  -0.67717  -0.74878  0.156
H  0.11386  2.16634  -1.03500  0.360
H  0.69104  0.74760  -1.91302  0.345
H  2.62258  1.20424  -0.32638  0.391
H  -2.98729  0.38107  -0.56501  0.349
H  1.05375  -2.23257  0.40300  0.364
H  0.78525  -2.14879  -1.10072  0.308
O  1.02185  -2.76700  -0.40388  -0.643
H  0.46596  -0.60613  2.37496  0.293
H  -0.51414  -1.84364  2.15356  0.255
O  0.02631  -1.17033  1.72820  -0.581


#b
Computed, not measured: 2 unconnected molecules or ions with the total composition C4H10O4, with wB97M-V/def2-TZVPD.

## Properties
2S+1	1
HOMO-LUMO gap	10.54	eV
LUMO level	0.027	Eh
SMILES string	COC(C)=O.OCO
HOMO level	-0.3602	Eh
net charge	0

Each line ends with the Mulliken charge.
Positions of all 18 atoms, in Å:
C  -0.93936  -1.02470  1.24099  0.133
O  -0.15291  -2.18600  1.19131  -0.547
O  -1.42299  -0.82077  2.54191  -0.541
H  -0.75289  -1.03070  3.21097  0.326
H  0.27850  -2.21471  0.32124  0.310
H  -1.80644  -1.14336  0.58124  0.178
H  -0.36956  -0.04208  0.98168  0.199
C  2.18925  0.76319  -0.19298  -0.572
C  -1.27155  1.04422  -1.44338  -0.986
C  0.06860  0.39954  -1.26366  0.650
O  0.79116  1.06954  -0.22530  -0.340
O  0.55095  -0.44270  -1.99015  -0.539
H  2.68630  1.08407  -1.11228  0.286
H  2.33101  -0.31349  -0.05778  0.255
H  2.63415  1.27528  0.66352  0.245
H  -2.00877  0.26113  -1.63740  0.303
H  -1.57077  1.57166  -0.53480  0.315
H  -1.23468  1.74987  -2.27513  0.326


Tell me which of them is the most stable. Sure, it is #b.


#a
Computed, not measured: a single C7H14OSi molecule, with wB97M-V/def2-TZVPD.

## Properties
2S+1	1
HOMO-LUMO gap	10.02	eV
LUMO level	0.028	Eh
SMILES string	C[Si]1(C)CCC=C1CO
HOMO level	-0.3397	Eh
net charge	0

Each line ends with the Mulliken charge.
Positions of all 23 atoms, in Å:
C  1.64352  0.40944  0.50228  -0.290
C  1.28928  -0.11067  1.97463  -0.564
C  0.93471  0.29500  -0.63764  -0.139
C  -1.99282  0.78713  -0.22780  -1.040
C  0.00226  -0.93089  1.74290  -0.771
C  -1.52026  -2.16954  -0.62871  -1.145
C  1.32571  1.12731  -1.81644  -0.351
O  1.97199  2.37800  -1.58699  -0.507
Si  -0.64257  -0.54999  -0.05684  0.260
H  2.50757  1.04001  0.48428  0.520
H  2.13079  -0.76913  2.31561  0.316
H  -2.91812  0.36468  0.30011  0.281
H  -1.67115  1.73961  0.06379  0.377
H  -2.31640  0.90136  -1.30784  0.295
H  -0.79306  -0.60174  2.55559  0.310
H  0.26027  -1.95730  1.96225  0.415
H  1.04302  0.84096  2.56605  0.241
H  -0.99803  -3.10620  -0.69142  0.372
H  -2.37783  -2.37493  -0.05245  0.369
H  -1.78438  -1.89552  -1.64137  0.284
H  0.40132  1.34193  -2.53226  0.209
H  2.12788  0.40970  -2.43631  0.224
H  1.37629  2.83080  -0.85142  0.333


#b
Computed, not measured: 2 unconnected molecules or ions with the total composition C7H14OSi, with wB97M-V/def2-TZVPD.

## Properties
2S+1	1
HOMO-LUMO gap	8.90	eV
LUMO level	0.022	Eh
HOMO level	-0.3051	Eh
net charge	0

Each line ends with the Mulliken charge.
Positions of all 23 atoms, in Å:
C  -0.04257  3.17392  0.95587  -0.738
C  1.73422  1.28252  -1.65253  -0.942
C  0.44124  2.69997  -0.21580  -0.093
C  0.79277  1.45984  -0.75334  0.472
C  -1.91220  -0.82834  1.75147  -0.640
C  1.21475  -1.91898  0.53894  -1.209
C  -0.30261  -1.53951  -2.04104  -1.077
O  -1.71306  -1.15635  0.37915  -0.331
Si  -0.23811  -0.95275  -0.22608  0.616
H  -0.29732  4.16851  1.14354  0.333
H  -0.06783  2.34249  1.80223  0.114
H  2.10944  0.35034  -2.01950  0.247
H  2.17500  2.16788  -2.11625  0.254
H  0.56580  3.60583  -0.95840  0.103
H  -2.02480  0.23290  1.78531  0.268
H  -1.05524  -1.28976  2.35968  0.274
H  -2.83206  -1.41366  2.16307  0.213
H  1.96786  -2.48453  -0.08315  0.363
H  1.85994  -1.14012  0.92101  0.397
H  1.11500  -2.53681  1.44666  0.419
H  -0.72226  -2.56284  -2.16596  0.307
H  -0.74969  -0.97690  -2.76159  0.409
H  0.73892  -1.54609  -2.28282  0.240


#c
Computed, not measured: a single C7H14OSi molecule, with wB97M-V/def2-TZVPD.

## Properties
2S+1	1
HOMO-LUMO gap (alpha / beta)	8.35 / 8.99	eV
LUMO level (alpha / beta)	-0.013 / -0.002	Eh
HOMO level (alpha / beta)	-0.3205 / -0.3320	Eh
net charge	0

Each line ends with the Mulliken charge.
Positions of all 23 atoms, in Å:
C  1.87466  0.63844  0.16251  -0.016
C  2.92832  1.39168  0.33574  -0.879
C  -0.58021  1.29760  -1.32796  -0.955
C  1.37225  -0.64294  0.56064  0.376
C  1.57226  -1.63621  -0.61902  -1.176
C  -2.20708  1.18977  1.52090  -1.272
C  -2.09217  -1.33453  -0.62110  -1.293
O  0.03911  -0.46599  1.02177  -0.368
Si  -1.07884  0.17475  0.07911  0.679
H  3.66459  0.87833  0.85514  0.324
H  2.85184  2.37522  -0.13850  0.257
H  -0.83611  2.28898  -1.20461  0.386
H  0.05568  1.04255  -2.13120  0.420
H  1.90924  -0.98768  1.42927  0.350
H  1.19172  -1.24183  -1.62490  0.232
H  1.19385  -2.61888  -0.54476  0.353
H  2.65901  -1.54975  -0.68329  0.414
H  -2.25711  2.29939  1.32182  0.328
H  -3.18480  0.92723  1.40173  0.420
H  -1.80679  0.96236  2.51738  0.275
H  -2.35341  -2.13818  -0.01985  0.447
H  -3.17223  -1.04740  -0.79377  0.322
H  -1.74377  -1.80293  -1.49706  0.378


Tell me which of them is the most stable. Sure, it is #a.


#a
Computed, not measured: 5 unconnected molecules or ions with the total composition CH11O4S, with wB97M-V/def2-TZVPD.

## Properties
2S+1	1
HOMO-LUMO gap	6.91	eV
LUMO level	0.129	Eh
HOMO level	-0.1245	Eh
net charge	-1

Each line ends with the Mulliken charge.
Positions of all 17 atoms, in Å:
C  -0.75513  0.47485  -1.35476  -0.380
S  0.85476  -0.43815  -0.94877  -0.668
H  -1.47730  -0.30974  -1.55802  0.164
H  -1.03106  1.06152  -0.48672  0.288
H  -0.59259  1.08261  -2.23571  -0.084
H  0.30733  0.06554  1.08011  0.177
H  -0.29108  -0.89561  2.14305  0.274
O  -0.05160  0.00808  2.01828  -0.627
H  0.12634  1.65218  -3.97289  0.307
H  0.75983  0.47680  -4.65556  0.321
O  0.14440  1.17369  -4.80932  -0.652
H  0.28198  -2.32088  0.40155  0.210
H  -0.38419  -3.34300  1.20501  0.275
O  0.33164  -3.27327  0.58580  -0.618
H  0.58839  1.62307  5.00728  0.291
H  0.63153  1.07576  3.50615  0.368
O  0.55675  1.88656  4.07450  -0.646


#b
Computed, not measured: 5 unconnected molecules or ions with the total composition CH11O4S, with wB97M-V/def2-TZVPD.

## Properties
2S+1	1
HOMO-LUMO gap	7.28	eV
LUMO level	0.136	Eh
HOMO level	-0.1311	Eh
net charge	-1

Each line ends with the Mulliken charge.
Positions of all 17 atoms, in Å:
C  -1.62262  0.92886  1.14084  -0.813
S  -2.51932  0.05175  -0.19389  -0.706
H  -1.91718  0.60549  2.13263  0.302
H  -1.64872  2.01325  1.00874  0.308
H  -0.54332  0.68932  1.10744  0.134
H  -0.89801  -2.26512  1.36029  0.319
H  -0.97618  -1.71983  -0.03844  0.268
O  -0.47461  -2.37603  0.49435  -0.683
H  -0.25649  1.64435  -1.17202  0.339
H  -0.84924  0.35589  -1.64758  0.246
O  -0.06543  0.95115  -1.81615  -0.729
H  5.01949  0.45666  0.54766  0.293
H  3.50002  0.42905  0.02030  0.417
O  4.19412  0.96238  0.48825  -0.657
H  1.39842  -1.14384  -0.04834  0.326
H  1.39070  0.17526  -0.73127  0.374
O  1.96616  -0.36676  -0.14944  -0.736


Tell me which of them is the most stable. Sure, it is #b.